{
  "formula": "C14H30N6P2RuSSe",
  "method": "ωB97M-V/def2-TZVPD",
  "species": ["Ru", "C", "P", "C", "C", "C", "P", "C", "C", "H", "H", "H", "H", "H", "H", "H", "H", "H", "H", "H", "H", "H", "H", "H", "H", "C", "C", "N", "N", "C", "S", "N", "N", "H", "H", "H", "H", "H", "H", "C", "N", "C", "C", "N", "C", "C", "Se", "H", "H", "H", "H", "H", "H", "H", "H"],
  "xyz": [[-0.42, 0.09, -0.64], [-3.03, -1.83, -1.86], [-1.65, -1.93, -0.72], [-2.30, -2.34, 0.91], [-0.56, -3.27, -1.26], [0.89, -3.01, -0.83], [1.35, -1.32, -1.27], [1.59, -1.39, -3.06], [2.98, -0.95, -0.61], [-3.43, -2.85, -1.96], [-2.71, -1.49, -2.85], [-3.83, -1.19, -1.49], [-2.89, -3.26, 0.80], [-2.95, -1.55, 1.29], [-1.50, -2.51, 1.62], [-0.65, -3.36, -2.35], [-0.94, -4.21, -0.84], [1.58, -3.71, -1.32], [1.00, -3.16, 0.25], [2.34, -2.16, -3.27], [1.97, -0.44, -3.45], [0.68, -1.65, -3.60], [3.65, -1.79, -0.81], [2.95, -0.77, 0.47], [3.38, -0.07, -1.10], [-3.96, 4.25, -0.72], [-2.83, 3.79, -1.56], [-2.36, 4.39, -2.61], [-1.35, 3.58, -3.07], [-1.19, 2.52, -2.32], [-0.03, 1.20, -2.51], [-2.10, 2.62, -1.35], [-2.26, 1.57, -0.42], [-4.19, 5.28, -0.99], [-3.72, 4.22, 0.35], [-4.85, 3.64, -0.90], [-0.83, 3.85, -3.90], [-2.42, 1.98, 0.50], [-3.12, 1.08, -0.68], [1.45, -1.99, 3.08], [2.16, -0.70, 3.10], [3.24, -0.46, 3.87], [3.56, 0.88, 3.73], [2.66, 1.41, 2.88], [2.65, 2.84, 2.47], [1.79, 0.45, 2.47], [0.29, 0.87, 1.44], [2.10, -2.73, 3.55], [1.27, -2.27, 2.05], [0.53, -1.91, 3.65], [3.70, -1.22, 4.48], [4.35, 1.46, 4.18], [3.50, 3.32, 2.95], [1.73, 3.29, 2.83], [2.75, 2.90, 1.39]],
  "nbo_charge": [-0.09, -0.98, 1.27, -0.96, -0.75, -0.75, 1.27, -0.99, -0.97, 0.31, 0.28, 0.27, 0.31, 0.28, 0.27, 0.28, 0.31, 0.30, 0.25, 0.30, 0.28, 0.27, 0.30, 0.24, 0.29, -0.69, 0.40, -0.14, -0.28, 0.23, 0.29, -0.21, -0.63, 0.32, 0.25, 0.28, 0.48, 0.43, 0.42, -0.41, -0.27, 0.02, 0.03, -0.26, -0.41, 0.11, 0.39, 0.27, 0.20, 0.25, 0.29, 0.29, 0.27, 0.25, 0.23],
  "fmax_ev_per_a": 0.9,
  "e_lumo_ev": [-15.10, -15.11],
  "orbital_gap_ev": [5.9, 5.8],
  "relative_energy_kcal_mol": 0.0,
  "homo_energy_ev": [-21.0, -21.0],
  "charge": 4
}


{
  "formula": "C14H30NO3P2V",
  "method": "ωB97M-V/def2-TZVPD",
  "species": ["V", "P", "C", "C", "N", "C", "C", "C", "C", "C", "P", "H", "H", "H", "H", "H", "H", "H", "H", "O", "H", "H", "O", "H", "C", "H", "H", "H", "C", "H", "H", "H", "C", "H", "H", "H", "C", "H", "H", "H", "C", "C", "C", "O", "H", "H", "H", "H", "H", "H", "H"],
  "xyz": [[-0.01, 0.62, -0.06], [-2.33, 0.19, -0.65], [-2.19, 0.59, -2.41], [-0.94, 1.28, -2.83], [0.16, 1.11, -2.06], [1.41, 1.38, -2.54], [1.57, 1.99, -3.76], [0.45, 2.25, -4.54], [-0.78, 1.87, -4.07], [2.58, 1.01, -1.63], [2.28, -0.55, -0.63], [-1.70, 2.00, -4.68], [2.60, 2.22, -4.06], [0.58, 2.77, -5.49], [3.47, 0.78, -2.23], [2.79, 1.78, -0.86], [-2.26, -0.35, -2.91], [-3.07, 1.14, -2.75], [-1.09, -2.05, -2.90], [-1.85, -2.29, -3.43], [-1.54, -2.07, -4.35], [0.84, -2.05, -0.95], [-0.14, -2.01, -1.16], [-0.19, -2.98, -1.19], [2.97, -1.86, -1.72], [3.91, -1.56, -2.22], [3.17, -2.79, -1.16], [2.25, -2.10, -2.53], [3.30, -0.60, 0.88], [3.15, -1.59, 1.35], [4.35, -0.43, 0.61], [2.91, 0.19, 1.55], [-3.16, 1.59, 0.10], [-4.15, 1.72, -0.35], [-3.25, 1.40, 1.17], [-2.56, 2.49, -0.04], [-3.43, -1.22, -0.49], [-3.66, -1.38, 0.58], [-4.36, -1.07, -1.03], [-2.95, -2.14, -0.87], [1.23, 2.52, 3.27], [0.41, 1.31, 2.85], [-0.85, 1.14, 3.71], [0.03, 1.48, 1.48], [0.65, 3.45, 3.11], [2.16, 2.59, 2.67], [1.51, 2.44, 4.33], [1.04, 0.40, 2.95], [-1.51, 2.01, 3.58], [-1.39, 0.23, 3.42], [-0.56, 1.05, 4.76]],
  "nbo_charge": [1.06, 0.87, -0.79, 0.25, -0.56, 0.22, -0.23, -0.13, -0.23, -0.73, 0.79, 0.24, 0.24, 0.24, 0.25, 0.27, 0.31, 0.25, 0.48, -0.95, 0.48, 0.49, -0.95, 0.49, -0.96, 0.25, 0.26, 0.25, -0.93, 0.26, 0.24, 0.26, -0.94, 0.24, 0.26, 0.25, -0.94, 0.26, 0.25, 0.26, -0.62, 0.10, -0.62, -0.90, 0.22, 0.20, 0.22, 0.14, 0.21, 0.21, 0.22],
  "fmax_ev_per_a": 2.7,
  "e_lumo_ev": [-2.59, -2.86],
  "spin_multiplicity": 4,
  "orbital_gap_ev": [7.1, 9.3],
  "relative_energy_kcal_mol": 6.7,
  "homo_energy_ev": [-9.7, -12.2],
  "charge": 1
}


{
  "formula": "C14H30NO6SSiW",
  "method": "ωB97M-V/def2-TZVPD",
  "species": ["W", "O", "C", "C", "N", "C", "C", "O", "O", "C", "C", "O", "O", "H", "H", "H", "H", "H", "H", "H", "H", "H", "C", "Si", "C", "C", "C", "H", "H", "H", "H", "H", "H", "H", "H", "H", "H", "H", "C", "C", "S", "O", "C", "C", "H", "H", "H", "H", "H", "H", "H", "H", "H", "H"],
  "xyz": [[0.34, -0.73, -0.14], [1.12, -0.67, 1.94], [0.14, -0.81, 3.01], [-0.69, -2.03, 2.70], [-1.04, -2.08, 1.23], [-0.78, -3.45, 0.73], [0.72, -3.58, 0.56], [1.48, -4.41, 0.87], [1.15, -2.38, -0.10], [-2.44, -1.68, 0.94], [-2.53, -1.07, -0.44], [-3.50, -0.68, -0.97], [-1.28, -0.95, -1.08], [1.96, -1.12, 2.14], [-0.42, 0.11, 3.02], [0.67, -0.92, 3.96], [-1.60, -2.06, 3.30], [-0.12, -2.93, 2.94], [-1.24, -3.58, -0.26], [-1.16, -4.22, 1.40], [-2.78, -0.93, 1.66], [-3.12, -2.53, 1.01], [3.25, 0.95, -3.17], [2.77, -0.22, -1.84], [0.80, -0.92, -2.47], [3.90, -1.63, -1.53], [1.93, 0.62, -0.41], [3.47, 0.42, -4.10], [4.17, 1.46, -2.87], [2.50, 1.71, -3.38], [1.58, -0.90, -3.25], [0.08, -0.18, -2.83], [0.39, -1.92, -2.56], [4.41, -1.90, -2.46], [3.44, -2.52, -1.12], [4.67, -1.28, -0.84], [1.59, 1.57, -0.82], [2.45, 0.78, 0.54], [-3.38, 2.82, -1.32], [-1.93, 2.54, -0.94], [-1.91, 1.74, 0.69], [-0.60, 0.80, 0.71], [-1.42, 3.05, 1.81], [-0.08, 3.70, 1.53], [-3.39, 3.32, -2.29], [-3.86, 3.51, -0.62], [-3.97, 1.91, -1.39], [-1.33, 3.44, -0.87], [-1.45, 1.83, -1.62], [-1.48, 2.60, 2.81], [-2.26, 3.75, 1.73], [0.72, 2.96, 1.45], [0.16, 4.36, 2.37], [-0.09, 4.33, 0.64]],
  "nbo_charge": [2.28, -0.70, -0.08, -0.27, -0.43, -0.35, 0.78, -0.36, -0.70, -0.36, 0.77, -0.41, -0.72, 0.55, 0.21, 0.26, 0.27, 0.24, 0.27, 0.28, 0.27, 0.29, -1.17, 1.77, -1.03, -1.17, -1.22, 0.29, 0.30, 0.27, 0.32, 0.29, 0.30, 0.30, 0.28, 0.30, 0.31, 0.30, -0.64, -0.55, 1.22, -0.94, -0.56, -0.64, 0.28, 0.24, 0.25, 0.26, 0.24, 0.26, 0.29, 0.22, 0.28, 0.24],
  "fmax_ev_per_a": 0.7,
  "e_lumo_ev": -11.83,
  "orbital_gap_ev": 8.2,
  "relative_energy_kcal_mol": 0.0,
  "homo_energy_ev": -20.0,
  "charge": 3
}